The following is a DFT calculation (ωB97M-V/def2-TZVPD) of a molecular structure, C23H62CdN3O6P2S4SbSi4Te.

XYZ file:
```
107
C23H62CdN3O6P2S4SbSi4Te ωB97M-V/def2-TZVPD
Cd -0.118 0.850 0.797
N 0.696 0.906 3.078
N 0.347 0.024 4.092
C -0.683 -0.835 3.998
N -0.900 -1.529 5.162
S -1.626 -1.079 2.650
H 1.710 0.947 2.939
H 0.368 1.850 3.273
H 0.765 0.170 4.995
H -0.122 -1.666 5.789
H -1.512 -2.318 5.049
S 3.610 1.719 1.986
Sb 2.586 3.012 0.350
S 0.463 3.863 1.365
S 1.507 1.326 -1.054
C -1.516 6.572 0.134
C -2.659 5.822 0.799
C -3.363 6.680 1.831
O -2.180 4.668 1.499
P -1.806 3.273 0.770
O -1.757 2.063 1.689
C -1.433 3.194 -1.062
P -1.891 1.577 -1.754
O -1.647 0.375 -0.899
O -3.414 1.477 -2.213
C -4.022 2.288 -3.237
C -4.970 3.273 -2.577
C -4.744 1.361 -4.193
O -1.092 1.652 -3.127
C -1.032 0.518 -4.032
C 0.271 -0.221 -3.824
C -1.155 1.055 -5.446
O -3.410 3.066 0.199
C -4.429 2.703 1.133
C -4.753 1.228 0.981
C -5.650 3.578 0.904
H -1.897 7.485 -0.330
H -1.025 5.967 -0.631
H -0.758 6.828 0.876
H -3.380 5.500 0.044
H -2.641 7.023 2.576
H -4.139 6.108 2.341
H -3.818 7.550 1.351
H -0.384 3.352 -1.283
H -2.054 3.948 -1.554
H -3.245 2.838 -3.767
H -5.854 2.750 -2.201
H -5.290 4.028 -3.299
H -4.481 3.758 -1.729
H -5.475 0.773 -3.633
H -4.057 0.672 -4.682
H -5.269 1.940 -4.958
H -1.862 -0.155 -3.810
H 1.116 0.450 -3.992
H 0.327 -1.058 -4.527
H 0.346 -0.611 -2.809
H -0.296 1.694 -5.667
H -2.064 1.638 -5.583
H -1.163 0.225 -6.158
H -4.077 2.870 2.150
H -5.128 1.027 -0.029
H -5.509 0.924 1.712
H -3.851 0.635 1.138
H -6.151 3.314 -0.034
H -5.373 4.633 0.862
H -6.363 3.442 1.722
C 3.542 -6.330 -0.820
Si 2.564 -4.745 -1.075
C 0.755 -5.235 -1.110
C 3.005 -4.061 -2.766
Si 2.948 -3.071 0.504
Te 1.097 -1.504 -0.078
Si 2.685 -3.957 2.631
C 4.086 -5.147 3.017
C 2.645 -2.630 3.948
C 1.066 -4.894 2.746
Si 5.071 -2.168 0.221
C 5.672 -1.315 1.761
C 5.074 -0.967 -1.203
C 6.247 -3.584 -0.161
H 3.351 -7.019 -1.651
H 3.249 -6.830 0.112
H 4.622 -6.139 -0.772
H 0.541 -5.864 -1.981
H 0.121 -4.343 -1.163
H 0.472 -5.786 -0.205
H 2.595 -4.689 -3.565
H 4.092 -3.994 -2.900
H 2.590 -3.051 -2.874
H 5.048 -4.620 3.054
H 4.163 -5.921 2.241
H 3.929 -5.642 3.982
H 3.588 -2.072 3.991
H 2.450 -3.068 4.935
H 1.853 -1.910 3.714
H 1.075 -5.787 2.108
H 0.238 -4.255 2.411
H 0.867 -5.210 3.777
H 5.041 -0.446 1.976
H 6.702 -0.969 1.625
H 5.647 -1.986 2.630
H 4.337 -0.175 -1.017
H 4.806 -1.461 -2.145
H 6.059 -0.501 -1.318
H 6.242 -4.332 0.643
H 7.272 -3.212 -0.275
H 5.962 -4.095 -1.091
```

**Spin multiplicity**: 2
**HOMO (alpha / beta)**: -3.8817 / -4.1486 eV
**Maximum force**: 1.14 eV/A
**Charge**: -1



The following is a DFT calculation (ωB97M-V/def2-TZVPD) of 8 unconnected molecules or ions with the total composition C23H63ClN4O11.

XYZ file:
```
102
C23H63ClN4O11 ωB97M-V/def2-TZVPD
O 0.243 -1.065 0.998
H 0.962 -1.685 0.856
H 0.360 -0.644 1.853
H 0.253 -0.383 0.322
Cl -0.052 1.621 -1.521
O 0.340 1.268 -2.861
O -0.453 3.005 -1.444
O -1.066 0.849 -0.986
O 1.135 1.401 -0.768
C 0.101 3.719 -6.045
O 1.117 2.842 -5.566
H 0.424 4.569 -6.647
H -0.483 3.088 -6.714
H -0.436 4.159 -5.205
H 0.936 2.485 -4.693
C 2.490 4.874 -1.269
O 2.726 3.911 -0.270
H 2.043 4.479 -2.181
H 1.731 5.544 -0.866
H 3.360 5.446 -1.592
H 2.345 3.084 -0.575
C -1.928 3.574 2.043
C -0.588 3.820 2.715
C -0.594 3.544 4.261
O -1.748 4.235 4.755
C -1.884 3.959 6.174
N 0.404 2.923 2.128
H -2.104 2.504 2.151
H -1.769 3.763 0.982
H -2.728 4.242 2.363
H -0.311 4.850 2.488
H 0.342 3.953 4.643
H -0.619 2.481 4.498
H -2.192 2.924 6.319
H -2.715 4.569 6.529
H -0.915 4.113 6.649
H -0.157 2.375 1.492
H 1.073 3.472 1.609
C 3.498 -1.166 -3.423
C 4.511 -0.495 -2.647
C 4.937 0.827 -3.146
O 5.884 1.497 -2.300
C 6.373 2.776 -2.696
N 4.011 -0.357 -1.312
H 3.906 -1.444 -4.395
H 2.591 -0.574 -3.548
H 3.206 -2.105 -2.953
H 5.377 -1.157 -2.629
H 4.098 1.474 -3.400
H 5.426 0.637 -4.102
H 5.481 3.358 -2.926
H 6.928 2.642 -3.625
H 7.032 3.251 -1.969
H 3.542 -1.229 -1.113
H 3.199 0.229 -1.442
C -0.948 -0.883 5.474
C -0.901 -0.826 3.929
C -2.209 -0.235 3.349
O -2.153 -0.308 2.016
C -3.363 0.236 1.432
N 0.222 -0.048 3.436
H 0.031 -1.160 5.866
H -1.675 -1.588 5.878
H -1.136 0.098 5.910
H -0.817 -1.829 3.510
H -2.237 0.765 3.782
H -3.118 -0.632 3.801
H -4.161 -0.504 1.492
H -3.282 0.541 0.389
H -3.789 1.147 1.854
H 0.136 0.952 3.327
H 0.951 -0.206 4.117
C -1.990 -4.139 -3.102
C -1.492 -3.188 -1.987
C -2.712 -2.445 -1.383
C -3.496 -3.290 -0.523
C -2.746 -3.879 0.672
C -1.493 -4.739 0.107
N -0.744 -3.895 -0.905
O 0.373 -4.503 -1.509
C -0.479 -4.873 1.350
C -1.921 -6.138 -0.493
C -0.729 -1.999 -2.652
H -2.571 -3.499 -3.766
H -2.671 -4.888 -2.697
H -1.123 -4.475 -3.670
H -2.293 -1.578 -0.872
H -3.416 -2.131 -2.153
H -3.933 -4.139 -1.048
H -4.322 -2.655 -0.202
H -3.348 -4.478 1.356
H -2.327 -3.059 1.255
H 0.497 -4.387 1.345
H -0.980 -4.715 2.305
H -0.319 -5.927 1.577
H -1.388 -6.524 -1.361
H -1.813 -6.829 0.343
H -2.985 -6.110 -0.729
H -1.482 -1.390 -3.152
H -0.079 -2.381 -3.440
H -0.218 -1.506 -1.825
H 1.009 -3.793 -1.399
```

**HOMO**: -8.6912 eV
**Maximum force**: 5.02 eV/A



Number 1: E_tot -153449.3797 eV. Number 2: E_tot -65863.9652 eV.